C40H100B5F20N5O5 | ωB97M-V/def2-TZVPD

Geometry as XYZ:
```
175
Properties=species:S:1:pos:R:3:forces:R:3:mulliken_charge:R:1
C -18.348 0.557 19.004 -0.14 1.44 0.18 -1.047
C -17.442 -0.516 19.503 0.99 -0.85 0.41 -0.142
N -16.716 -0.219 20.836 -1.46 2.04 -1.48 0.195
C -15.733 0.948 20.659 1.93 -4.23 1.52 -1.069
C -17.734 0.266 21.886 -1.08 -0.88 -0.34 1.238
C -17.138 0.466 23.286 1.09 0.60 -1.40 -1.623
C -15.949 -1.423 21.191 1.83 -0.38 2.18 -0.626
C -16.627 -2.730 21.666 -0.57 1.84 -0.57 -0.663
O -16.987 -3.374 20.499 0.84 0.33 -1.16 -0.356
C -17.742 -4.489 20.709 -1.87 -2.18 0.96 -0.731
H -19.315 0.411 19.425 -0.88 0.10 0.50 0.167
H -18.503 0.546 17.931 0.33 -0.38 -0.23 0.472
H -18.012 1.601 19.218 -0.09 -0.85 -0.05 0.116
H -16.598 -0.640 18.812 -0.23 -0.33 0.08 0.470
H -17.935 -1.497 19.699 0.25 0.88 -0.47 0.248
H -14.984 0.613 19.926 -0.32 0.33 0.10 0.310
H -15.253 0.919 21.659 -0.03 0.80 -0.76 0.525
H -16.151 1.851 20.428 -1.45 2.15 -0.58 0.393
H -18.494 -0.570 21.953 0.91 0.99 -0.14 -0.159
H -18.304 1.175 21.469 1.36 -1.30 0.60 -0.693
H -16.490 1.373 23.433 -0.59 -0.90 -0.35 0.314
H -16.625 -0.455 23.600 -0.34 0.38 0.26 0.275
H -18.034 0.635 23.809 -0.92 0.03 1.43 0.574
H -15.329 -1.070 22.063 -0.24 -0.52 -0.96 0.564
H -15.256 -1.700 20.348 -0.79 0.47 0.73 0.373
H -17.468 -2.649 22.352 -0.44 0.72 -0.12 0.275
H -15.936 -3.297 22.240 1.29 -0.59 0.31 0.603
H -18.829 -4.237 20.650 0.59 -0.23 0.16 0.260
H -17.561 -4.917 21.747 -0.17 0.25 -1.16 0.328
H -17.538 -5.277 19.952 0.08 0.58 0.43 0.246
C -18.444 6.726 30.670 0.29 1.16 -0.46 -1.306
C -17.665 5.646 29.946 0.73 -0.12 1.41 -0.412
N -17.480 5.733 28.482 0.07 1.00 0.10 0.780
C -16.612 6.923 28.095 -0.52 0.34 0.39 -1.054
C -16.816 4.441 28.033 0.65 0.37 -0.92 0.060
C -15.368 4.156 28.600 -1.86 -0.71 -1.27 -1.360
C -18.769 5.920 27.739 -0.36 0.10 -1.10 -0.411
C -19.721 4.748 27.763 -0.28 0.21 1.07 -0.388
O -20.676 5.104 28.779 0.21 -0.69 -0.08 -0.259
C -21.612 4.073 28.973 -1.57 0.09 0.91 -0.854
H -18.391 6.617 31.767 0.00 -0.38 -0.55 0.471
H -19.480 6.713 30.342 -0.08 0.22 0.18 0.170
H -17.983 7.731 30.470 -0.59 -0.77 -0.03 0.280
H -18.045 4.636 30.194 0.11 0.51 -0.26 0.356
H -16.633 5.732 30.277 0.07 -0.45 0.48 0.589
H -15.702 7.019 28.688 -0.25 -0.36 0.00 0.448
H -17.158 7.861 28.140 -0.38 -0.07 0.64 0.322
H -16.407 6.859 27.052 0.50 -0.60 -0.85 0.338
H -16.834 4.576 26.913 0.13 -0.88 1.38 0.173
H -17.475 3.663 28.439 0.35 0.06 -0.78 0.278
H -14.917 3.361 27.872 -0.65 1.52 1.69 0.363
H -15.552 3.830 29.635 0.74 -0.34 -0.45 0.363
H -14.829 5.086 28.622 0.71 0.05 -0.20 0.324
H -18.478 6.222 26.746 0.20 -0.49 -0.61 0.350
H -19.339 6.791 28.058 0.45 0.09 0.74 0.022
H -19.201 3.811 28.041 -0.64 0.29 -0.43 0.614
H -20.293 4.629 26.843 0.48 -0.11 -0.33 0.038
H -22.412 4.492 29.649 0.87 -0.43 -0.54 0.252
H -21.182 3.178 29.490 -0.17 0.53 -0.60 0.316
H -22.160 3.791 28.040 0.69 0.02 0.42 0.267
C -19.979 5.245 22.522 -0.30 -0.61 0.05 1.098
C -21.343 4.535 22.895 2.23 -0.21 -1.22 -0.300
N -21.777 3.484 21.895 0.33 -0.63 -1.01 0.590
C -20.694 2.399 21.835 -1.10 0.89 -0.67 -0.669
C -23.069 2.808 22.398 1.55 0.29 -1.39 -0.005
C -23.656 1.886 21.373 -0.72 0.05 -0.08 -1.511
C -21.913 4.025 20.437 0.79 0.01 0.29 -0.011
C -22.989 5.005 20.134 -1.82 0.87 1.39 -0.910
O -22.554 6.299 20.575 -0.65 0.06 -0.25 0.459
C -23.496 7.312 20.225 -0.39 0.93 -0.31 -1.076
H -20.078 5.714 21.561 -0.08 0.15 -0.60 -0.718
H -19.028 4.649 22.486 -1.28 0.22 0.29 -0.628
H -19.806 6.079 23.194 -0.12 -0.13 0.48 -0.233
H -22.152 5.215 22.933 -0.64 0.90 0.41 -0.375
H -21.175 3.991 23.804 -0.30 -0.15 0.65 1.214
H -21.113 1.540 21.275 0.60 0.50 0.38 0.395
H -20.521 2.140 22.867 0.41 -0.28 0.11 0.454
H -19.861 2.897 21.333 0.09 -0.58 0.21 -0.102
H -23.725 3.627 22.598 -0.64 0.33 0.65 0.227
H -22.810 2.203 23.254 0.24 0.39 0.54 0.544
H -24.344 1.295 21.956 -0.61 -0.31 -0.16 0.486
H -23.013 1.172 20.884 0.56 -0.15 0.10 0.325
H -24.187 2.428 20.599 -0.29 0.02 -0.09 0.332
H -22.031 3.159 19.792 0.24 -0.09 0.12 0.719
H -21.000 4.586 20.175 0.11 -0.92 0.28 -0.564
H -23.938 4.729 20.693 0.73 0.47 -0.77 0.111
H -23.221 5.112 19.058 0.22 -0.63 0.24 0.461
H -23.117 8.269 20.726 -0.48 -1.20 -0.95 0.052
H -24.540 7.134 20.642 1.34 -0.06 -0.54 0.319
H -23.546 7.419 19.051 -0.11 -0.05 2.18 0.421
C -17.434 9.855 17.307 1.29 0.73 1.28 -1.349
C -17.586 8.964 18.494 -2.40 -0.40 0.65 -0.350
N -19.107 8.798 18.896 -0.95 -1.02 -1.99 0.996
C -19.955 10.047 18.933 -0.35 -0.93 0.40 -1.398
C -19.700 7.912 17.737 0.36 -2.37 1.92 -0.475
C -21.217 7.685 17.610 1.29 -0.07 2.38 -1.430
C -19.295 8.040 20.178 -1.26 0.14 1.21 0.847
C -19.466 8.987 21.355 -0.88 1.22 -1.01 -0.192
O -18.370 9.904 21.418 -1.45 -0.43 0.12 -0.336
C -18.149 10.488 22.692 0.61 0.03 1.17 -0.731
H -18.101 10.706 17.364 -0.34 -0.05 -0.46 0.336
H -17.385 9.332 16.366 -0.13 0.15 -0.32 0.366
H -16.474 10.310 17.585 0.19 0.01 -1.01 0.455
H -17.166 9.347 19.391 0.50 0.55 0.67 0.539
H -17.204 7.962 18.348 -0.14 -0.31 0.02 0.331
H -20.200 10.386 17.954 0.41 0.33 -0.86 0.597
H -19.512 10.787 19.563 0.43 0.52 0.14 0.429
H -20.936 9.789 19.358 0.45 -0.16 -0.12 0.245
H -19.158 6.952 17.936 -0.58 0.61 -0.47 0.311
H -19.409 8.299 16.808 0.94 0.86 -1.09 0.562
H -21.446 6.875 16.962 0.18 -0.67 -0.69 0.547
H -21.617 8.567 17.252 -1.21 1.75 -1.05 0.587
H -21.730 7.489 18.554 0.43 -0.18 -0.04 0.045
H -18.557 7.278 20.447 0.27 0.27 -1.03 0.341
H -20.297 7.551 20.111 0.80 0.03 -0.11 -1.069
H -19.589 8.376 22.234 0.16 -0.07 0.54 -0.305
H -20.452 9.546 21.156 1.34 -0.55 0.99 0.364
H -17.815 9.694 23.395 -0.52 0.46 -0.14 0.311
H -18.930 11.162 23.223 0.71 -1.25 -1.39 0.204
H -17.263 11.074 22.489 0.12 0.51 0.36 0.377
C -20.648 8.078 24.830 -0.40 -0.86 -0.32 1.147
C -21.194 9.337 25.577 0.72 -0.64 -0.71 -1.034
N -22.700 9.509 25.744 0.43 0.04 0.12 0.974
C -23.281 9.847 24.385 0.83 -0.31 0.65 -0.330
C -23.378 8.241 26.444 2.21 0.60 -2.25 -0.259
C -22.669 7.807 27.655 -0.93 -0.52 1.51 -0.644
C -22.751 10.725 26.674 0.53 0.50 -2.02 -0.742
C -24.064 11.357 27.009 0.54 1.13 -1.44 -1.201
O -24.655 10.578 27.939 -1.80 -1.27 1.65 -0.162
C -25.740 11.179 28.698 0.43 -1.70 -1.57 -0.876
H -20.628 7.123 25.437 -0.81 1.00 -0.44 -0.625
H -19.560 8.146 24.660 -0.42 0.77 -0.03 0.959
H -21.147 7.862 23.829 0.47 0.27 1.40 -0.968
H -20.855 10.267 25.088 -0.14 -0.52 -0.05 0.639
H -20.733 9.390 26.552 -0.46 -0.26 0.00 -0.107
H -23.196 8.927 23.826 -0.55 -0.09 -0.17 -0.239
H -22.537 10.541 23.891 -1.39 -0.08 0.74 0.061
H -24.336 10.143 24.550 0.82 0.07 -0.62 0.434
H -23.389 7.413 25.728 -0.11 0.66 -0.17 -0.226
H -24.318 8.584 26.684 -2.28 0.54 0.22 1.243
H -21.643 7.512 27.465 0.00 -0.09 0.35 -0.422
H -23.312 6.935 27.971 1.04 0.54 -0.08 0.487
H -22.785 8.551 28.464 0.50 -0.39 -0.26 0.280
H -22.073 11.491 26.234 -0.46 -0.60 0.12 0.534
H -22.275 10.365 27.530 0.65 -0.15 1.61 0.496
H -24.679 11.543 26.115 -0.19 -0.31 -0.07 0.405
H -23.838 12.387 27.329 0.08 -0.13 0.50 0.547
H -25.219 11.911 29.279 -0.59 0.67 0.88 0.351
H -26.237 10.332 29.221 0.64 0.86 0.13 0.220
H -26.492 11.561 27.996 0.18 0.43 0.24 0.318
B -20.756 -1.284 22.589 0.27 -0.86 -0.99 0.405
F -20.811 -1.008 21.160 -0.28 0.63 0.82 -0.463
F -19.681 -2.248 22.643 -0.37 0.46 0.63 -0.313
F -20.434 -0.123 23.333 -0.02 -0.42 -0.39 -0.250
F -21.956 -1.831 23.026 0.37 0.25 -0.10 -0.337
B -24.650 6.515 23.670 0.64 -0.46 1.46 0.316
F -24.526 5.434 24.610 -0.27 0.57 -0.36 -0.392
F -23.334 7.035 23.536 0.69 -0.43 -0.85 -0.453
F -25.200 6.057 22.514 -0.07 -0.60 -1.21 -0.381
F -25.372 7.587 24.132 -1.00 0.55 0.72 -0.344
B -17.238 4.164 24.565 0.38 -0.38 -0.63 -0.033
F -16.091 3.709 25.274 -0.47 0.04 0.27 -0.385
F -17.374 5.552 24.689 0.21 0.41 0.07 -0.133
F -16.968 3.802 23.213 -0.90 0.09 0.63 -0.085
F -18.451 3.629 25.113 0.74 -0.23 -0.46 -0.307
B -17.942 4.521 19.172 0.87 0.62 -0.55 0.115
F -18.421 4.016 20.337 -0.56 -0.95 1.18 -0.248
F -19.029 4.726 18.293 0.13 -0.12 -0.35 -0.398
F -17.384 5.801 19.470 0.16 0.06 -0.44 -0.319
F -16.937 3.663 18.659 -0.58 0.39 -0.11 -0.349
B -18.828 10.052 27.577 -0.16 1.07 -0.60 0.267
F -17.661 10.100 28.298 0.73 0.20 0.24 -0.374
F -19.624 11.208 27.720 0.16 0.14 0.09 -0.398
F -18.582 9.881 26.192 0.43 -0.09 0.01 -0.225
F -19.575 8.982 28.033 -0.62 -1.33 0.56 -0.404
```
Forces are in eV/Å.

Computed properties:
**Total energy**: -118546.70758 eV
**HOMO-LUMO gap**: 9.80 eV